147
Properties=species:S:1:pos:R:3:lowdin_charge:R:1 method="wB97M-V/def2-TZVPD" homo_energy_ev=-8.7 homo_lumo_gap_ev=9.26 multiplicity=1
O 5.445 3.613 -3.160 -0.200
O 0.721 0.834 6.039 -0.169
O -3.273 -3.665 -1.097 -0.203
O 0.130 2.130 -4.942 -0.170
O -3.488 -8.076 -2.911 -0.189
O 1.678 2.798 -0.348 -0.232
O -0.813 6.006 0.788 -0.210
O -7.213 -7.055 4.554 -0.221
O 7.414 4.140 -7.793 -0.174
O -2.986 -3.950 4.894 -0.191
O -0.276 -1.635 1.140 -0.201
N 2.612 2.516 3.410 0.049
N 1.344 0.340 -1.951 0.050
N 7.961 3.868 -4.662 -0.059
N -1.150 8.196 -2.151 0.027
N -4.764 -5.956 -1.081 -0.040
N -4.332 -5.935 6.147 -0.066
N -0.266 1.453 1.090 -0.039
C -4.808 -5.072 0.100 -0.188
C -1.959 -3.126 -1.130 -0.075
C 0.347 -0.515 6.215 -0.099
C -3.620 -4.076 0.198 -0.231
C 0.673 3.589 0.291 -0.203
C -2.200 -2.986 4.243 -0.113
C 7.492 2.883 -5.627 -0.199
C -6.764 -6.053 5.497 -0.190
C -3.763 -6.193 4.820 -0.212
C -0.798 6.283 2.179 -0.085
C 0.853 7.099 -1.349 -0.064
C 6.570 2.824 -2.833 -0.226
C 1.358 -0.819 -4.091 -0.062
C 0.177 1.477 -3.694 -0.209
C -1.262 7.112 0.049 -0.221
C 0.885 -1.915 1.902 -0.088
C -2.587 -5.283 4.580 -0.212
C 2.842 3.534 -0.615 -0.103
C -0.558 2.724 0.441 -0.211
C -0.656 7.073 -1.328 -0.448
C 1.980 2.383 4.722 -0.437
C -8.434 -6.729 3.954 -0.136
C -4.140 -7.243 -0.739 -0.213
C 1.366 0.554 -3.417 -0.422
C -1.206 -0.753 1.718 -0.246
C -1.392 0.510 0.895 -0.181
C -4.381 -8.271 -1.832 -0.249
C 0.999 3.496 5.070 -0.057
C 7.877 5.444 -7.500 -0.104
C -0.140 1.294 -6.039 -0.113
C -5.613 -6.656 6.310 -0.185
C 5.365 4.809 -2.422 -0.119
C 7.972 3.090 -7.050 -0.245
C 7.905 3.450 -3.290 -0.225
C -3.346 -9.230 -3.711 -0.120
C 1.323 1.025 4.788 -0.253
H -4.243 -9.276 -1.398 0.117
H 8.119 4.255 -2.584 0.111
H -2.768 -4.441 0.778 0.112
H 6.453 1.848 -3.299 0.114
H -7.627 -5.811 6.120 0.117
H -0.531 8.401 -2.922 0.064
H -2.325 -5.316 3.514 0.115
H -8.649 -7.531 3.242 0.087
H -1.174 -3.313 4.024 0.088
H 9.065 2.984 -7.170 0.127
H -5.896 -6.627 7.362 0.109
H -2.071 8.050 -2.540 0.069
H 1.323 4.485 4.740 0.066
H -1.665 -2.730 -2.095 0.088
H 0.696 -1.942 2.979 0.070
H -4.317 -9.708 -3.882 0.085
H 2.863 3.477 3.220 0.063
H -4.125 -5.436 -1.682 0.096
H -4.732 -7.619 0.101 0.114
H 1.776 -0.758 -5.093 0.064
H 8.193 5.596 -6.472 0.066
H 6.611 2.732 -1.737 0.118
H -0.545 -0.730 5.618 0.066
H 5.642 4.600 -1.376 0.092
H 7.894 1.917 -5.309 0.126
H 2.046 0.222 4.575 0.124
H -1.294 3.302 1.007 0.118
H -9.267 -6.761 4.665 0.087
H -5.430 -8.243 -2.155 0.125
H -2.218 -1.190 1.764 0.100
H -4.863 -5.608 1.049 0.103
H 1.286 6.641 -0.459 0.066
H -1.792 6.229 2.642 0.093
H -1.016 2.580 -0.554 0.121
H -0.156 5.539 2.644 0.070
H 0.816 3.586 6.142 0.075
H -1.448 0.250 -0.168 0.118
H 1.169 -1.188 5.940 0.089
H 7.087 6.146 -7.763 0.088
H 3.542 3.478 0.235 0.095
H 2.769 2.301 5.482 0.139
H 6.394 2.848 -5.669 0.126
H 1.027 3.944 1.261 0.113
H -5.431 -7.677 5.977 0.116
H -1.135 0.826 -5.948 0.094
H -1.947 -2.306 -0.406 0.060
H -0.958 -0.555 2.766 0.105
H -2.287 1.014 1.264 0.123
H 1.275 6.688 -2.261 0.081
H -4.524 -6.013 4.046 0.110
H -0.441 7.298 2.373 0.088
H -3.463 -7.241 4.797 0.126
H 6.093 5.553 -2.768 0.086
H 1.268 -2.876 1.566 0.088
H -0.770 0.972 -3.463 0.130
H -4.057 -3.188 0.681 0.119
H -1.016 6.204 -1.899 0.137
H 0.611 0.923 3.942 0.114
H 0.321 -1.162 -4.140 0.079
H -2.706 -9.975 -3.219 0.086
H -1.706 -5.531 5.179 0.128
H -1.055 8.119 0.441 0.130
H 7.548 4.776 -4.794 0.090
H -3.072 -7.232 -0.496 0.125
H 8.669 2.688 -3.085 0.119
H -0.177 1.900 -6.941 0.088
H 1.634 -1.139 1.708 0.086
H -8.352 -5.794 3.391 0.089
H 0.039 3.262 4.595 0.082
H 1.519 1.246 -1.520 0.030
H -2.071 -2.098 4.860 0.072
H -6.383 -5.248 4.859 0.118
H 8.744 5.672 -8.134 0.088
H -4.568 -4.949 6.184 0.093
H 1.152 8.151 -1.243 0.087
H 2.676 4.595 -0.818 0.074
H 0.396 4.371 -0.410 0.102
H -1.250 -3.866 -0.745 0.093
H 3.406 3.106 -1.448 0.080
H 1.887 -1.568 -3.502 0.070
H 2.264 1.130 -3.681 0.139
H 0.352 2.272 -2.962 0.115
H -5.688 -4.433 0.009 0.106
H 1.961 2.215 2.691 0.045
H -2.661 -2.742 3.281 0.075
H 4.347 5.181 -2.466 0.078
H 0.576 0.483 -6.165 0.064
H 0.142 -0.689 7.270 0.091
H 7.698 2.195 -7.630 0.123
H -2.356 7.076 -0.053 0.132
H 2.107 -0.282 -1.710 0.071
H -2.877 -8.931 -4.644 0.084
H 0.540 1.044 0.627 0.086

---

144
Properties=species:S:1:pos:R:3:lowdin_charge:R:1 method="wB97M-V/def2-TZVPD" homo_energy_ev=-8.9 homo_lumo_gap_ev=9.36 multiplicity=1
O -8.970 10.394 -3.286 -0.067
O -13.358 2.353 -3.729 -0.189
O -13.967 2.497 -8.988 -0.066
O -11.335 2.694 -9.764 -0.086
O -9.208 11.870 -9.564 -0.189
O -4.989 7.746 -3.092 -0.066
O -9.553 3.699 -11.560 -0.083
O -5.005 8.797 -8.713 -0.184
O -13.088 10.701 -8.016 -0.058
O -10.588 4.160 -0.508 -0.183
O -6.074 5.773 -4.791 -0.081
O -8.955 5.456 -4.813 -0.080
N -7.847 9.201 -10.051 -0.059
N -10.779 3.386 -3.356 -0.064
C -10.292 5.700 -12.617 -0.052
C -9.553 5.709 -6.073 -0.437
C -10.362 4.788 0.732 -0.103
C -5.514 9.670 -1.685 -0.050
C -4.756 8.251 -7.436 -0.112
C -3.961 4.828 -5.471 -0.040
C -16.000 3.720 -8.811 -0.060
C -11.330 0.808 -8.236 -0.045
C -7.758 10.096 -8.894 -0.194
C -9.296 2.279 -8.502 -0.054
C -6.547 8.766 -10.519 -0.212
C -13.520 9.367 -7.777 -0.483
C -9.590 3.318 -2.513 -0.199
C -14.659 2.317 -4.316 -0.088
C -9.186 5.082 -11.763 -0.441
C -9.610 4.432 -1.480 -0.225
C -8.701 6.799 -6.751 -0.034
C -10.812 2.216 -8.508 -0.463
C -12.633 8.408 -8.556 -0.050
C -5.785 7.903 -9.508 -0.212
C -10.526 10.159 -5.166 -0.038
C -6.061 3.408 -5.228 -0.051
C -5.876 8.856 -2.930 -0.502
C -14.975 9.253 -8.237 -0.055
C -11.021 2.175 -4.124 -0.198
C -5.464 4.767 -5.600 -0.480
C -11.000 6.138 -5.897 -0.035
C -10.560 12.276 -9.656 -0.109
C -5.888 9.713 -4.179 -0.061
C -13.769 4.862 -8.342 -0.054
C -10.409 8.510 -3.213 -0.047
C -9.137 5.732 -10.390 -0.050
C -9.066 10.803 -8.637 -0.226
C -12.385 2.205 -4.753 -0.241
C -10.283 9.963 -3.673 -0.465
C -14.532 3.793 -9.122 -0.502
H -11.190 2.875 -7.715 0.118
H -13.510 11.278 -7.374 0.092
H -12.671 7.377 -8.216 0.040
H -3.660 4.468 -4.485 0.089
H -10.048 5.479 -9.844 0.080
H -9.667 3.338 -12.448 0.101
H -8.938 3.312 -8.480 0.058
H -14.772 1.379 -4.866 0.089
H -15.027 9.297 -9.326 0.081
H -9.291 4.758 0.965 0.084
H -11.573 3.578 -2.752 0.114
H -6.481 7.300 -8.921 0.095
H -6.970 10.841 -9.054 0.132
H -10.966 1.288 -3.475 0.126
H -9.104 6.812 -10.550 0.068
H -4.594 10.223 -1.882 0.080
H -15.390 2.274 -3.511 0.087
H -8.918 1.847 -7.568 0.079
H -6.368 9.117 -4.960 0.059
H -14.464 4.079 -10.182 0.137
H -5.958 3.180 -4.167 0.086
H -8.760 1.777 -9.309 0.090
H -4.905 10.058 -4.498 0.082
H -14.800 3.210 -4.923 0.083
H -8.701 3.316 -3.148 0.112
H -5.876 9.591 -10.798 0.122
H -10.976 10.566 -3.070 0.133
H -16.511 4.601 -9.204 0.080
H -8.263 5.439 -9.810 0.073
H -13.099 2.471 -9.441 0.044
H -4.301 9.043 -6.837 0.087
H -8.356 9.706 -10.771 0.111
H -8.620 4.446 -1.005 0.124
H -16.206 3.512 -7.761 0.077
H -11.464 8.235 -3.179 0.087
H -10.888 0.114 -8.953 0.088
H -6.886 8.459 -2.762 0.126
H -11.187 11.413 -9.902 0.077
H -11.539 5.533 -5.164 0.077
H -7.111 3.318 -5.522 0.060
H -11.231 5.741 -12.059 0.085
H -3.592 5.845 -5.571 0.072
H -5.788 4.961 -6.632 0.126
H -9.019 11.248 -7.637 0.115
H -12.709 4.791 -8.595 0.061
H -11.613 8.784 -8.409 0.058
H -11.138 7.150 -5.514 0.056
H -8.248 7.455 -6.003 0.075
H -13.836 4.747 -7.256 0.075
H -12.731 8.432 -9.645 0.090
H -7.601 9.461 -8.016 0.110
H -11.484 6.081 -6.876 0.055
H -10.625 5.849 0.733 0.087
H -12.413 0.764 -8.354 0.067
H -9.899 8.327 -2.270 0.079
H -10.555 2.891 -10.320 0.049
H -8.910 11.329 -3.515 0.087
H -5.601 2.606 -5.818 0.081
H -10.032 9.412 -5.789 0.066
H -6.507 10.599 -4.017 0.063
H -7.036 5.666 -4.766 0.052
H -10.504 5.081 -13.493 0.077
H -16.441 2.905 -9.392 0.081
H -12.581 1.252 -5.256 0.118
H -10.746 13.005 -10.446 0.085
H -5.648 7.942 -6.882 0.065
H -7.855 6.428 -7.335 0.054
H -9.889 10.091 -8.734 0.102
H -9.754 5.427 -1.916 0.122
H -6.667 8.192 -11.443 0.109
H -15.414 8.277 -7.996 0.075
H -10.049 11.101 -5.458 0.072
H -3.566 4.146 -6.224 0.084
H -12.439 3.017 -5.489 0.112
H -10.807 12.745 -8.695 0.090
H -14.167 5.843 -8.607 0.064
H -11.587 10.230 -5.403 0.072
H -15.663 9.994 -7.825 0.074
H -10.109 6.724 -12.949 0.082
H -5.119 7.232 -10.058 0.121
H -5.435 7.219 -3.781 0.037
H -4.031 7.430 -7.416 0.084
H -9.545 4.930 -4.250 0.047
H -10.258 2.085 -4.902 0.119
H -11.179 0.469 -7.209 0.071
H -13.383 9.088 -6.727 0.127
H -9.907 7.884 -3.953 0.050
H -9.302 7.411 -7.427 0.073
H -5.506 9.026 -0.809 0.076
H -9.530 4.794 -6.683 0.121
H -10.920 4.245 1.487 0.088
H -6.274 10.443 -1.555 0.071
H -9.608 2.362 -1.964 0.126
H -8.222 5.120 -12.281 0.138